Record 1
{"formula": "C6H17NO", "method": "ωB97M-V/def2-TZVPD", "species": ["C", "C", "C", "C", "C", "O", "H", "H", "H", "H", "H", "H", "H", "H", "H", "H", "H", "H", "C", "N", "H", "H", "H", "H", "H"], "positions_angstrom": [[0.495682, -0.861426, -1.275447], [-0.713995, 2.201817, -0.617837], [-0.263790, -0.628701, -2.536201], [-0.104725, -1.752780, -0.246496], [1.840597, -0.433200, -1.166687], [0.088106, 1.103080, -0.308284], [-0.698219, 2.453521, -1.692418], [-0.395895, 3.101831, -0.070246], [-1.762617, 2.016070, -0.337220], [-0.177421, -1.528665, -3.158785], [0.140686, 0.210693, -3.100328], [-1.321955, -0.458149, -2.341149], [0.108300, -2.789302, -0.542114], [-1.186364, -1.634658, -0.190720], [0.334633, -1.577697, 0.736474], [2.357351, -0.179160, -2.088469], [2.452180, -0.899712, -0.401084], [1.360220, 0.639692, -0.711961], [-0.854218, -0.022642, 3.104987], [0.457460, 0.088286, 2.468901], [0.379622, 0.603489, 1.589969], [1.107946, 0.581002, 3.069265], [-1.531288, -0.558447, 2.435167], [-0.778697, -0.610148, 4.023567], [-1.333599, 0.935207, 3.357119]], "forces_ev_per_angstrom": [[0.2, 0.2, 0.1], [0.0, 0.0, 0.0], [0.0, 0.0, 0.0], [0.0, 0.0, 0.0], [0.0, -0.2, -0.1], [0.0, -0.1, -0.2], [0.0, 0.0, 0.1], [0.0, -0.1, -0.1], [0.1, 0.0, 0.0], [0.0, 0.0, 0.1], [0.0, 0.0, 0.0], [0.0, 0.0, 0.0], [0.0, 0.1, 0.0], [0.0, 0.0, 0.0], [0.0, 0.0, -0.1], [-0.1, 0.0, 0.0], [0.0, 0.0, 0.0], [-0.3, 0.0, 0.0], [0.0, 0.0, 0.0], [0.0, 0.0, 0.1], [0.0, 0.0, 0.1], [-0.1, 0.0, 0.0], [0.0, 0.0, 0.0], [0.0, 0.0, -0.1], [0.1, -0.1, 0.0]], "molar_mass_g_mol": 119.2, "largest_force_ev_per_a": 0.30, "homo_ev": -8.44, "e_above_lowest_kcal_mol": 78.4, "total_energy_ev": -10032.1830, "orbital_gap_ha": 0.3318}

=====

Record 2
{"formula": "C6H17NO2", "method": "ωB97M-V/def2-TZVPD", "species": ["C", "C", "C", "C", "N", "C", "C", "H", "H", "H", "H", "H", "H", "H", "H", "H", "H", "H", "H", "H", "O", "H", "H", "O", "H", "H"], "positions_angstrom": [[1.859475, 1.422145, 0.516144], [2.074781, 0.161217, 0.980184], [0.957343, -0.481844, 1.770978], [-0.049431, -1.307854, 0.785350], [-1.218647, -0.565175, 0.521257], [-2.119552, -0.902465, -0.691565], [-1.303304, -1.017519, -2.033939], [2.513343, 2.075151, -0.148190], [0.734245, 1.693654, 0.454544], [3.116992, -0.197894, 1.146871], [0.325654, 0.199774, 2.411061], [1.448846, -1.262320, 2.356820], [-0.157220, -2.160746, 1.600373], [0.596260, -1.619646, -0.074005], [-1.114407, 0.422161, 0.585571], [-2.702511, -0.033566, -0.765247], [-2.629967, -1.898831, -0.382366], [-2.060133, -1.002902, -2.930692], [-0.409865, -0.362059, -2.108946], [-1.049983, -2.107080, -2.120323], [1.739692, 0.276763, -2.928165], [2.316851, 0.529193, -2.317587], [1.811673, -0.757260, -2.686558], [-1.558900, 2.094835, 1.730448], [-2.272354, 1.400807, 1.748371], [-1.899097, 2.822927, 1.200331]], "forces_ev_per_angstrom": [[-1.5, -0.6, -1.9], [0.4, 3.0, 1.2], [-0.5, -0.9, -1.4], [2.3, -0.8, 3.4], [-2.0, -0.8, -1.6], [3.1, -1.6, 1.5], [-2.0, -2.2, -0.6], [-0.5, -1.1, 1.3], [2.0, 0.0, 0.4], [-0.9, 0.0, -0.6], [1.0, -0.6, -0.7], [-0.3, 0.3, 0.4], [-0.8, 0.7, -2.5], [-0.8, -0.1, 0.4], [0.6, 0.5, -0.1], [-1.6, 0.7, 0.1], [0.4, 1.9, -1.0], [1.5, 0.8, 1.5], [-0.9, -0.3, -0.1], [0.6, 0.9, 0.2], [-3.2, -5.9, -2.9], [4.0, 2.6, 4.2], [-0.7, 3.3, -1.3], [-0.9, -0.9, 0.0], [0.9, 1.1, 0.0], [-0.1, 0.0, 0.1]], "molar_mass_g_mol": 135.2, "largest_force_ev_per_a": 7.31, "homo_ev": -8.43, "smiles": "C=CCCNCC.O.O", "e_above_lowest_kcal_mol": 81.1, "total_energy_ev": -12079.4530, "orbital_gap_ha": 0.3355}

=====

Record 3
{"formula": "C6H17NO2", "method": "ωB97M-V/def2-TZVPD", "species": ["C", "C", "C", "C", "N", "O", "H", "H", "H", "H", "H", "H", "H", "H", "H", "H", "H", "C", "C", "O", "H", "H", "H", "H", "H", "H"], "positions_angstrom": [[0.880938, -0.220814, -1.105881], [-0.105078, -0.977934, -0.184438], [1.991184, 0.532989, -0.372767], [0.542263, -1.759798, 0.949691], [0.121795, 0.724489, -1.908563], [1.487480, -1.154416, -2.033879], [2.035743, -1.775712, -1.540487], [-0.630055, 0.240608, -2.390290], [0.725271, 1.131760, -2.616688], [-0.593779, -1.683292, -0.859521], [-0.575017, 0.183810, 0.479927], [1.589320, 1.270486, 0.318225], [2.627047, -0.156662, 0.182262], [2.616728, 1.047165, -1.103604], [0.963197, -1.097292, 1.708451], [-0.192256, -2.397196, 1.442723], [1.353010, -2.410252, 0.603113], [-0.993788, 1.345091, 1.140923], [-2.278385, 0.913028, 1.478508], [-0.874836, 2.367019, 0.194558], [-0.564995, 1.969514, -0.646856], [-0.284297, 1.464471, 1.964231], [-1.849455, -0.924962, 0.189762], [-2.411629, -0.474992, 0.697761], [-3.123658, 1.326616, 0.942740], [-2.456748, 0.516277, 2.470099]], "forces_ev_per_angstrom": [[0.1, -0.2, 0.0], [0.5, 0.9, 0.2], [-0.1, -0.1, -0.1], [0.0, 0.1, 0.0], [0.1, -0.1, 0.1], [-0.1, 0.1, 0.1], [0.0, 0.0, 0.0], [0.0, 0.0, 0.0], [0.0, -0.1, 0.0], [-0.2, 0.2, 0.0], [0.3, -1.3, -0.7], [-0.1, 0.0, 0.0], [0.0, 0.0, 0.0], [0.0, 0.0, 0.0], [0.0, 0.0, 0.0], [0.0, 0.0, 0.0], [0.0, 0.0, 0.0], [-1.1, 0.7, 0.6], [0.7, 0.5, 0.0], [0.0, -0.3, -0.2], [0.0, 0.0, 0.0], [0.1, -0.4, -0.2], [-0.7, 0.6, 0.7], [0.5, -0.6, -0.6], [0.0, 0.0, 0.0], [0.0, -0.2, -0.1]], "molar_mass_g_mol": 135.2, "largest_force_ev_per_a": 1.49, "homo_ev": -8.37, "e_above_lowest_kcal_mol": 105.3, "total_energy_ev": -12078.4012, "orbital_gap_ha": 0.3362}

=====

Record 4
{"formula": "C6H17NO3", "method": "ωB97M-V/def2-TZVPD", "species": ["C", "O", "C", "C", "N", "C", "C", "O", "C", "H", "H", "H", "H", "H", "H", "H", "H", "H", "H", "H", "H", "H", "H", "H", "O", "H", "H"], "positions_angstrom": [[-0.767550, 1.422342, -2.920862], [-0.497542, 0.990074, -1.621358], [0.771201, 1.325255, -1.218641], [1.089994, 0.827401, 0.146029], [0.182916, 1.426020, 1.080464], [0.169343, 0.945737, 2.465321], [0.156789, -0.581403, 2.477628], [-0.856521, -1.016615, 1.654417], [-0.759461, -2.379352, 1.259342], [-0.129415, 2.319472, -3.086746], [-1.813448, 1.627245, -2.972892], [-0.493048, 0.595042, -3.556061], [0.885038, 2.441595, -1.334849], [1.451069, 0.757110, -1.890659], [2.165285, 1.014207, 0.287891], [0.941720, -0.312926, 0.031564], [-0.738908, 1.404173, 0.700279], [-0.777346, 1.317932, 2.931481], [0.971277, 1.337739, 3.053108], [-0.008324, -0.960636, 3.511148], [1.101391, -1.065206, 2.209674], [0.134990, -2.791329, 1.761360], [-0.735071, -2.685346, 0.173330], [-1.647495, -2.855910, 1.645419], [-0.121209, -1.985572, -2.045591], [-0.370186, -1.095068, -1.774472], [-0.305497, -2.021982, -2.966320]], "forces_ev_per_angstrom": [[1.0, 0.4, 0.4], [-1.8, -0.5, 1.2], [1.8, 0.6, -1.1], [-0.6, -1.7, -0.4], [0.9, 0.9, 1.1], [-1.4, -0.6, -1.0], [0.5, -0.3, 1.8], [-0.8, -0.2, -1.8], [0.3, -0.8, 0.3], [-0.7, -0.4, -0.5], [-0.7, 0.3, -0.3], [0.1, 0.0, -1.0], [0.3, -0.9, 0.2], [0.3, 0.7, 0.0], [-0.4, 0.1, 0.5], [0.4, 1.3, 0.5], [-0.5, -0.2, -0.2], [0.7, -0.3, -0.4], [0.8, 0.2, 0.3], [-0.1, 0.3, -0.1], [0.3, 0.5, -0.3], [-0.4, -0.3, -0.3], [0.2, 1.3, 0.8], [-0.2, -0.5, 0.3], [0.3, -0.1, 1.0], [-0.1, 0.3, 0.1], [-0.2, -0.1, -1.2]], "molar_mass_g_mol": 151.2, "largest_force_ev_per_a": 2.22, "homo_ev": -8.54, "smiles": "COCCNCCOC.O", "e_above_lowest_kcal_mol": 76.1, "total_energy_ev": -14128.3009, "orbital_gap_ha": 0.3457}

=====

What is the formula in the first record? C6H17NO